1.
ORCA calculation (the ωB97M-V functional and the def2-TZVPD basis) on the molecule C2H3N3O3 at a distorted geometry.

Values from the calculation:
- spin multiplicity = 1
- energy above the lowest of the compared OMol25 structures with the same formula, charge and spin (kcal/mol) = 67.2
- total energy (eV) = -12731.045
- SMILES = Nc1nn(O)c(=O)o1
- frontier orbital gap (eV) = 9.368

Each line ends with the natural charge from an NBO analysis.
Element x y z (Å)
O: -2.6105 0.5802 -0.2935  -0.5177
O: -1.6282 -2.0209 0.8767  -0.5494
O: 0.5689 -1.0328 0.6078  -0.5038
N: -0.0672 0.8747 -0.6174  -0.3168
N: -1.2636 0.1616 -0.0530  -0.0602
N: 2.2543 0.2829 -0.5049  -0.8640
C: 0.9286 0.2116 0.0057  0.6272
C: -0.9732 -1.0383 0.5975  0.8356
H: 3.1414 -0.4548 -0.2174  0.4358
H: -3.0657 1.2163 0.3923  0.4902
H: 2.7152 1.2196 -0.7938  0.4231



2.
ORCA calculation (the ωB97M-V functional and the def2-TZVPD basis) on a structure of composition C2H3N3OS at a distorted geometry.

Values from the calculation:
- spin multiplicity = 1
- energy above the lowest of the compared OMol25 structures with the same formula, charge and spin (kcal/mol) = 53.8
- total energy (eV) = -19472.753
- frontier orbital gap (eV) = 7.614

Each line ends with the natural charge from an NBO analysis.
Element x y z (Å)
S: 2.4590 -0.0281 -0.1175  0.0263
O: -0.1581 1.9255 -0.1861  -0.5999
N: 0.1892 -1.6420 -0.1221  -0.2203
N: -1.1107 -1.4686 -0.1178  -0.0710
N: -1.3807 -0.1299 -0.1233  -0.3862
C: 0.7623 -0.3858 -0.1467  -0.1690
C: -0.2425 0.6066 -0.1325  0.3779
H: 2.9374 -1.2376 0.3309  0.1572
H: -1.1254 2.2081 0.5499  0.4727
H: -2.3305 0.1519 0.0653  0.4124



3.
ORCA calculation (the ωB97M-V functional and the def2-TZVPD basis) on the molecule C2H3N3OS at a distorted geometry.

Values from the calculation:
- spin multiplicity = 1
- energy above the lowest of the compared OMol25 structures with the same formula, charge and spin (kcal/mol) = 28.0
- total energy (eV) = -19473.872
- SMILES = Oc1[nH]nnc1S
- frontier orbital gap (eV) = 8.680

Each line ends with the natural charge from an NBO analysis.
Element x y z (Å)
S: -2.4358 -0.1511 -0.1295  0.0299
O: 0.0313 1.9237 -0.1473  -0.6503
N: -0.0651 -1.6175 -0.1400  -0.2226
N: 1.1656 -1.4128 -0.0907  -0.0439
N: 1.4382 -0.1282 -0.1105  -0.3829
C: 0.2362 0.5877 -0.1021  0.3735
C: -0.7137 -0.3818 -0.0658  -0.1738
H: 2.4067 0.0934 -0.0199  0.4189
H: 0.7559 2.4358 0.3508  0.4945
H: -2.8193 -1.3492 0.4551  0.1567



no.,HOMO level (eV)
1,-9.0
2,-8.3
3,-8.5